1.
Computed, not measured: a 10-piece molecular cluster, C5H30NO10 overall, with ωB97M-V/def2-TZVPD.

Geometry as XYZ:
```
46
Properties=species:S:1:pos:R:3:forces:R:3:lowdin_charge:R:1
O 2.512494 2.010493 0.621618 -0.198 -0.372 -0.672 0.188
C 2.630748 0.819523 -0.127823 0.850 0.058 2.715 -0.062
C 1.533594 0.770682 -1.192175 -2.843 0.355 -0.958 -0.187
N 0.260225 0.134847 -0.667759 -0.388 0.426 1.323 0.089
C -0.505919 -0.335745 -1.904715 0.647 0.248 -0.064 -0.077
C 0.572447 -0.648109 -2.931551 -0.312 0.881 -0.791 -0.110
C 1.907283 -0.110598 -2.374314 1.719 -0.702 -1.413 -0.079
H 2.978796 2.765762 0.192017 0.239 -0.164 0.206 0.201
H 3.611236 0.788362 -0.498525 1.229 -0.024 -1.270 0.146
H 2.532042 -0.027992 0.603899 -0.496 0.442 -0.618 0.168
H 1.241148 1.809352 -1.520646 0.418 -0.976 0.307 0.195
H 0.495213 -0.649681 0.015560 -0.371 0.767 -1.088 0.145
H -0.296111 0.870089 -0.054947 0.578 -1.234 -1.020 0.140
H -1.170709 0.439153 -2.249342 -0.009 0.544 0.226 0.129
H -1.107269 -1.197074 -1.721082 -0.278 -0.493 0.767 0.110
H 0.305391 -0.209225 -3.907754 0.287 0.353 0.493 0.142
H 0.603432 -1.683887 -3.183308 0.384 -0.907 0.349 0.115
H 2.545360 -0.989258 -2.081212 -0.452 0.926 -0.110 0.151
H 2.469775 0.487768 -3.154610 -0.454 -0.620 1.074 0.163
H -0.409050 2.071487 1.786334 -0.303 -0.434 1.392 0.034
H 0.793170 2.463883 0.938568 0.738 0.541 0.441 0.030
O -0.140752 2.324672 0.904965 -0.459 0.190 -1.360 -0.017
H -2.683053 1.133319 1.026378 -0.033 -0.732 -1.585 0.068
H -2.528184 1.506444 -0.534898 -0.083 -0.668 0.589 0.057
O -2.410258 0.740044 0.094418 -0.277 1.359 1.084 -0.105
H 1.541675 -3.049020 0.111806 0.328 0.282 0.354 0.038
H 2.477426 -2.577924 1.288733 0.352 -0.311 0.262 0.082
O 1.857840 -2.251553 0.638761 -0.333 -0.036 -0.851 -0.068
H -2.383156 -0.966696 0.083685 -0.199 -0.762 0.282 0.023
H -3.002979 -2.348363 0.501023 -0.643 -0.284 0.122 0.069
O -2.181278 -1.926790 0.277496 0.615 0.933 -0.467 -0.063
H -0.078996 -4.436580 -0.692079 0.779 0.190 -0.071 0.091
H 1.226147 -5.245130 -0.699079 -0.043 0.745 -0.087 0.101
O 0.895120 -4.323350 -0.761041 -0.803 -0.873 0.132 -0.044
H -0.971212 -1.697930 1.525970 -2.058 -0.537 -0.814 -0.008
H 0.470064 -1.830560 1.656516 2.213 -1.177 -0.557 -0.030
O -0.250017 -1.402700 2.052500 -0.282 1.823 1.661 -0.014
H -3.777889 1.466246 3.052845 -0.807 -0.194 0.364 0.080
H -2.275095 1.487112 2.907011 1.110 -0.332 0.962 -0.010
O -3.076811 1.758086 2.485898 -0.377 0.527 -1.257 0.000
H -0.371191 0.112814 2.814732 -0.147 -0.494 -0.057 0.020
H -0.108052 1.054238 4.029351 -0.652 0.072 -0.742 0.119
O -0.598519 0.991730 3.177860 0.936 0.363 0.995 -0.060
H -2.191020 3.911429 -1.029428 -0.009 -0.032 -0.056 0.088
H -1.166225 2.945984 -0.387730 0.294 0.364 0.717 -0.017
O -1.776887 3.044631 -1.113932 -0.412 -0.033 -0.907 -0.032
```
Forces are in eV/Å.

Values from the calculation:
Multiplicity: 2
Total charge: +2
Highest occupied orbital energy (alpha / beta) (eV): -17.231 / -16.899
Relative energy (zero: lowest compared OMol25 entry of this formula, charge and spin) (kJ/mol): 84.0
Frontier orbital gap (alpha / beta) (eV): 10.9 / 3.1

2.
Computed, not measured: a 2-piece molecular cluster, C2HClF3NO overall, with ωB97M-V/def2-TZVPD.

Geometry as XYZ:
```
9
Properties=species:S:1:pos:R:3:forces:R:3:lowdin_charge:R:1
C 0.073618 0.359858 -0.361719 4.015 -1.664 -2.033 0.052
C 1.593692 -0.298372 -1.292261 -2.648 0.388 2.225 -0.804
N -0.363482 1.492864 -0.541792 -0.522 -2.262 1.626 -0.053
O -0.465092 2.553864 -0.994950 -0.309 1.870 -0.902 0.135
F 2.718745 0.390061 -1.128732 -0.743 -0.725 0.390 0.069
F 1.661808 -1.547622 -0.617929 0.394 2.058 -1.646 -0.026
F 0.609629 2.805904 -2.356626 0.297 -0.151 0.063 -0.265
Cl 1.156320 -0.346273 -2.957627 0.251 -0.624 0.007 0.774
H -0.158537 -0.539108 0.219258 -0.734 1.110 0.270 0.119
```
Forces are in eV/Å.

Values from the calculation:
Total charge: 0
Highest occupied orbital energy (alpha / beta) (eV): -10.077 / -10.894
Relative energy (zero: lowest compared OMol25 entry of this formula, charge and spin) (kJ/mol): 617.8
Frontier orbital gap (alpha / beta) (eV): 8.6 / 9.2

3.
Computed, not measured: a 11-piece molecular cluster, C12H46O11 overall, with ωB97M-V/def2-TZVPD.

Geometry as XYZ:
```
69
Properties=species:S:1:pos:R:3:forces:R:3:lowdin_charge:R:1
O -4.739340 -0.622886 2.680924 -0.023 0.014 0.399 -0.037
H -4.344456 -1.495114 2.800223 0.024 0.116 -0.045 0.062
H -4.678986 -0.206755 3.553109 -0.003 -0.125 -0.120 0.071
O -1.146806 -2.261235 5.514766 -0.071 -0.114 0.050 -0.065
H -1.136161 -1.814832 6.369842 0.088 0.067 -0.143 0.037
H -0.503628 -2.972610 5.604514 -0.018 0.091 0.003 0.036
O -1.568634 1.491823 5.006725 -0.164 0.080 -0.250 -0.074
H -1.504945 2.448278 5.108305 0.024 -0.107 0.030 0.058
H -1.478014 1.329962 4.040477 -0.058 -0.085 0.135 0.017
O -4.219922 0.152322 -1.663491 0.014 -0.080 -0.039 -0.053
H -3.648036 -0.177486 -2.381225 -0.254 0.003 0.077 0.027
H -5.076775 -0.255747 -1.825759 0.086 0.028 -0.046 0.057
O 0.815878 0.630960 6.127648 -0.302 -0.170 0.031 -0.092
H 1.347114 0.658207 5.326948 -0.045 -0.010 0.016 0.015
H -0.109520 0.735005 5.811290 0.499 0.181 0.026 -0.013
O -3.397527 4.029508 0.365582 -0.108 -0.261 0.126 -0.086
H -4.047000 4.264078 -0.303792 0.026 -0.022 0.051 0.023
H -3.649408 3.127351 0.652698 0.102 0.352 -0.241 -0.012
O -3.868235 1.296642 0.846153 -0.343 -0.524 0.576 -0.091
H -4.210581 0.716781 1.567748 0.081 0.274 -0.691 0.029
H -4.046348 0.808822 0.015190 0.232 0.222 0.103 0.021
C 1.211352 1.635354 -3.891777 -0.259 -0.270 0.057 -0.071
C 1.893388 2.398533 -2.739448 -0.809 -0.059 -1.470 -0.479
C 3.400510 2.360326 -2.960416 -0.598 -0.020 0.380 -0.056
O 1.425182 3.745341 -2.853268 0.748 0.523 0.183 -0.061
H 1.567927 2.002075 -4.856404 0.341 0.022 0.118 0.077
H 0.137257 1.830550 -3.944054 -0.044 -0.128 0.409 0.071
H 1.368743 0.553269 -3.853830 0.032 0.062 0.060 0.070
H 1.596817 2.015117 -1.760276 0.196 -0.245 -0.012 0.126
H 3.878384 2.917031 -2.156304 0.350 -0.034 -0.182 0.077
H 3.640778 2.758933 -3.945068 -0.001 0.347 0.117 0.081
H 3.730122 1.321227 -2.982860 0.084 -0.006 0.309 0.080
H 0.553550 3.843414 -2.464568 -0.063 -0.218 0.076 0.086
C -0.849204 -0.049077 0.174636 0.096 -0.201 0.391 -0.038
C -1.027876 -0.323328 1.677786 0.777 2.160 0.032 -0.425
C 0.324792 -0.663066 2.329715 -1.121 -1.272 -0.024 -0.050
O -1.435436 0.919307 2.296065 -0.379 -0.056 0.072 -0.099
H -0.924029 -0.969853 -0.406570 0.259 -0.002 -0.033 0.068
H 0.136363 0.409209 0.083612 0.035 -0.109 -0.384 0.075
H -1.572760 0.657872 -0.224955 -0.190 -0.057 0.170 0.066
H -1.793514 -1.070821 1.889490 0.179 -0.274 -0.033 0.128
H 0.112618 -1.039223 3.333197 0.199 -0.342 -0.062 0.062
H 1.085697 0.102323 2.464814 -0.409 0.529 -0.608 0.077
H 0.708390 -1.443464 1.667272 0.461 -0.230 0.503 0.079
H -2.255749 1.217879 1.859015 0.268 -0.080 -0.113 0.056
C -2.986805 -3.298280 -5.175612 0.252 -1.060 0.552 -0.060
C -2.721796 -2.543005 -3.883372 0.507 0.786 -0.513 -0.457
C -1.243031 -2.350284 -3.630216 0.710 -0.474 0.782 -0.056
O -3.320536 -1.221573 -3.972811 -0.056 -0.443 -0.236 -0.081
H -2.549911 -2.825844 -6.054711 -0.438 0.460 0.020 0.091
H -4.047334 -3.550647 -5.240079 -0.034 0.343 -0.476 0.084
H -2.483880 -4.271920 -5.163353 -0.021 0.037 0.303 0.085
H -3.178495 -3.034662 -3.018483 0.053 -0.190 -0.161 0.138
H -0.763728 -3.320800 -3.458057 -0.158 -0.030 -0.054 0.086
H -1.057440 -1.790309 -2.710265 -0.201 0.124 -0.061 0.061
H -0.653876 -1.870045 -4.411451 -0.488 0.125 -0.296 0.085
H -3.944457 -1.278398 -4.705656 -0.044 0.343 0.150 0.089
C 4.342711 -0.614207 1.959284 -0.158 -1.072 -0.307 -0.069
C 5.437633 -0.238146 0.976580 0.684 -0.058 1.660 -0.497
C 6.802375 -0.115240 1.677509 0.501 0.750 -0.089 -0.062
O 5.531749 -1.181696 -0.070086 -0.542 0.480 -0.715 -0.039
H 4.636555 -1.560614 2.427334 -0.079 0.141 0.288 0.084
H 3.422213 -0.845381 1.417389 -0.026 0.244 0.005 0.066
H 4.142199 0.139169 2.718031 0.136 0.069 -0.004 0.079
H 5.201812 0.776178 0.644321 -0.012 -0.315 -0.877 0.132
H 6.745240 0.199574 2.721704 -0.270 0.178 -0.104 0.077
H 7.371525 0.640672 1.128830 0.155 -0.029 0.196 0.076
H 7.455896 -0.992263 1.698420 -0.488 -0.379 -0.234 0.076
H 6.159410 -1.864275 0.171068 0.082 0.002 0.169 0.080
```
Forces are in eV/Å.

Values from the calculation:
Total charge: 0
SMILES: CC(C)O.CC(C)O.CC(C)O.CC(C)O.O.O.O.O.O.O.O
Highest occupied orbital energy (eV): -9.908
Relative energy (zero: lowest compared OMol25 entry of this formula, charge and spin) (kJ/mol): 59.6
Frontier orbital gap (eV): 10.1